Formula: C4H13NO3
Source: OMol25
Level of theory: the ωB97M-V functional and the def2-TZVPD basis

Highest occupied orbital energy, eV: -10.32
Max |F|, eV/A: 1.70
Energy relative to the best compared isomer or geometry (same formula, charge and spin), eV: 0.746
Electronic energy, eV: -11991.725

Geometry as ORCA input:
```
! wB97M-V def2-TZVPD RIJCOSX def2/J DEFGRID3
* xyz 0 1
C 2.95345 0.15483 -1.87150
C 1.99078 0.52606 -0.72717
C 1.11358 -0.66212 -0.37860
C -0.03666 -0.40350 0.55509
N -0.00739 -0.93946 1.79386
O -0.99396 0.24802 0.16194
H 3.20084 0.98088 -2.53616
H 2.79092 -0.81038 -2.34494
H 3.94389 -0.03620 -1.42505
H 2.63362 0.74505 0.10733
H 1.40499 1.43651 -0.85417
H 0.65255 -1.13511 -1.24800
H 1.74491 -1.50190 -0.05476
H 0.80148 -1.35741 2.22596
H -0.85089 -1.04520 2.33388
H -1.87135 2.48382 0.17908
H -1.64715 2.16403 1.60938
O -1.61866 2.91289 1.00491
H -2.76906 -1.14915 -0.08057
H -2.63715 -1.99869 -1.44573
O -2.80588 -2.00826 -0.50528
*
```